Below is CH5NO in the gas phase, with properties calculated with ωB97M-V/def2-TZVPD.

As for the structure (SMILES): CON. The calculation puts the LUMO energy at 1.02 eV. For the energy relative to the best compared isomer or geometry (same formula, charge and spin), the calculation gives 2.594 eV. The HOMO energy is -9.6096 eV.

Geometry as ORCA input:
```
! RIJCOSX wB97M-V def2-TZVPD def2/J DEFGRID3
* xyz 0 1
C -0.73670 -0.53422 -0.10581
O 0.75719 -0.72029 0.43008
N 1.67030 -0.01744 -0.31920
H -1.31796 -1.16962 0.47121
H -0.74622 -0.78842 -1.16707
H -0.92521 0.65212 0.08166
H 1.47866 0.97061 -0.30072
H 1.42587 -0.34953 -1.27504
*
```



Below is C5H13N3Si in the gas phase, with properties calculated with ωB97M-V/def2-TZVPD.

As for the structure (SMILES): C[Si](C)(C)N1N=CCN1. The calculation puts the LUMO energy at 0.85 eV. For the energy relative to the best compared isomer or geometry (same formula, charge and spin), the calculation gives 0.066 eV. The HOMO energy is -7.6160 eV.

Geometry as ORCA input:
```
! RIJCOSX wB97M-V def2-TZVPD def2/J DEFGRID3
* xyz 0 1
C 1.68529 -1.40449 1.29730
Si 0.16887 -1.03138 0.14254
C 0.77719 -1.17361 -1.54791
C -1.45238 -1.93242 0.54925
N -0.21486 0.65048 0.48643
N 0.42820 1.58688 1.10743
C 0.08763 2.70985 0.60522
C -0.66281 2.55547 -0.67393
N -1.02712 1.16330 -0.64818
H 1.27014 -1.28723 2.26436
H 1.91145 -2.44932 1.09359
H 2.55017 -0.80556 1.03351
H 0.00154 -0.64344 -2.16042
H 1.73204 -0.60480 -1.56796
H 0.75632 -2.17575 -1.94218
H -2.04073 -1.70760 -0.36378
H -1.15105 -2.93038 0.82409
H -1.70512 -1.38416 1.49922
H 0.56229 3.67550 0.99719
H -1.53203 3.32573 -0.79376
H -0.14959 2.76210 -1.65461
H -1.99544 1.10085 -0.54740
*
```



Below is 8 unconnected molecules or ions with the total composition C24H42Cl8O8S, with properties calculated with ωB97M-V/def2-TZVPD.

As for the structure (SMILES): O=S1(=O)CCCC1.O=C1CCCO1.O=C1CCCO1.O=C1CCCO1.ClCCCl.ClCCCl.ClCCCl.ClCCCl. The calculation puts the LUMO energy at 0.23 eV. The HOMO energy is -9.6063 eV.

Geometry as ORCA input:
```
! RIJCOSX wB97M-V def2-TZVPD def2/J DEFGRID3
* xyz 0 1
O -2.89569 -0.43818 0.46668
S -4.07210 0.05975 -0.23578
O -5.29382 0.26947 0.49139
C -3.48428 1.58223 -1.05401
C -4.01107 1.49467 -2.49678
C -3.80408 0.03478 -2.90319
C -4.28529 -0.90255 -1.80021
H -2.40317 1.47139 -1.04429
H -3.81512 2.40366 -0.42239
H -5.07782 1.72983 -2.48182
H -3.53384 2.18359 -3.18909
H -2.74904 -0.17729 -3.08719
H -4.29936 -0.11818 -3.86385
H -3.67889 -1.79438 -1.65904
H -5.33678 -1.17850 -1.86431
O 6.16880 -1.68891 -4.47597
C 5.44768 -1.03712 -3.77987
C 4.79517 -1.44795 -2.48328
C 3.55370 -0.57054 -2.50459
C 4.06087 0.69985 -3.17890
O 5.02909 0.20162 -4.13475
H 4.52960 -2.50054 -2.51051
H 5.45317 -1.28952 -1.63427
H 2.68603 -1.04372 -2.95780
H 3.26282 -0.29292 -1.48641
H 3.33443 1.30544 -3.71439
H 4.58899 1.33692 -2.46564
O -1.49314 4.89442 1.34429
C -0.49536 4.59041 0.76269
C 0.86903 5.29861 0.72623
C 1.37697 4.95606 -0.66401
C 0.78554 3.55114 -0.81005
O -0.49480 3.60448 -0.18184
H 0.82192 6.37359 0.86601
H 1.45599 4.78942 1.49734
H 1.03563 5.71812 -1.36371
H 2.46081 4.88566 -0.75766
H 0.68217 3.23921 -1.84873
H 1.35741 2.77474 -0.29607
O 1.04617 2.33561 1.55323
C 0.20589 2.92862 2.17633
C -1.18602 2.36034 2.46039
C -1.78699 3.38205 3.42353
C -0.80650 4.56262 3.37484
O 0.44048 4.06172 2.86718
H -1.66164 2.12399 1.51315
H -0.92498 1.46640 3.02342
H -2.67424 3.85150 2.98818
H -2.05450 2.91748 4.36678
H -1.12860 5.32965 2.66969
H -0.67572 5.00584 4.36104
Cl 1.09811 -1.38235 1.77524
C 0.82601 -1.34590 0.02229
C 0.26919 0.00390 -0.34500
Cl 0.04234 0.29103 -2.08787
H 0.11795 -2.14155 -0.20103
H 1.80324 -1.54879 -0.40215
H 0.98853 0.74758 0.00677
H -0.63688 0.31538 0.16859
Cl 5.94274 -2.97384 3.46849
C 4.34005 -3.35175 2.78896
C 4.46940 -4.08384 1.44913
Cl 5.22627 -2.98815 0.25428
H 3.79008 -2.42792 2.63706
H 3.80230 -4.00354 3.47470
H 3.52020 -4.45262 1.06935
H 5.14945 -4.92818 1.54025
Cl 0.12726 -6.10456 -2.81960
C -1.63163 -6.27247 -2.39233
C -2.37432 -5.00358 -2.78363
Cl -1.72637 -3.55167 -2.03224
H -1.66412 -6.44765 -1.32230
H -1.92244 -7.14279 -2.97112
H -3.39513 -5.20534 -2.44380
H -2.46052 -4.80436 -3.84778
Cl -1.16692 -3.94501 3.94527
C -2.42049 -2.71999 4.17912
C -1.90783 -1.39883 3.61779
Cl -2.98976 -0.06221 4.07820
H -2.47705 -2.68442 5.26294
H -3.31832 -3.06876 3.68009
H -1.78287 -1.43901 2.54022
H -0.96401 -1.17340 4.10811
*
```



Below is C4H9NO in the gas phase, with properties calculated with ωB97M-V/def2-TZVPD.

The calculation puts the LUMO energy (spin up / spin down) at -0.74 / -1.20 eV. For the energy relative to the best compared isomer or geometry (same formula, charge and spin), the calculation gives 4.959 eV. The HOMO energy (spin up / spin down) is -9.6276 / -9.5689 eV.

Geometry as ORCA input:
```
! RIJCOSX wB97M-V def2-TZVPD def2/J DEFGRID3
* xyz 0 1
C -1.63436 -0.34708 -0.46413
C -0.38109 -1.08833 -0.90433
N 0.87253 -0.90843 -0.28290
C 1.05542 1.45175 0.54246
C 1.12722 -0.06319 0.79832
O 0.24014 -0.64357 1.62827
H -2.50210 -0.73912 -1.01033
H -1.56694 0.72654 -0.65847
H -1.78337 -0.48637 0.60998
H -0.14912 -0.90016 -1.96337
H -0.56885 -2.17450 -0.91011
H 0.06076 1.75030 0.26869
H 1.74327 1.74404 -0.23095
H 1.31722 1.96770 1.45846
H 2.16928 -0.28955 1.11841
*
```



What did we get for energy? Answer: -170.98687; -652.00545; -5621.26365; -287.65023 Ha, in the order shown.